A molecular structure, C20H13BrF6N2O6PS4V. Source: the Open Molecules 2025 dataset; level of theory: ωB97M-V/def2-TZVPD.

```
! RIJCOSX wB97M-V def2-TZVPD def2/J DEFGRID3
* xyz 0 3
V -0.64346 -0.77916 1.57601
Br -1.41404 1.73323 -0.70911
C -1.87030 -0.03054 -1.15259
C -2.55916 -0.31633 -2.32076
C -2.91206 -1.63102 -2.56512
C -2.58825 -2.61677 -1.64129
C -1.90206 -2.24258 -0.51317
N -1.53440 -0.97066 -0.28234
C -1.53185 -3.21033 0.59248
O -1.79849 -4.37430 0.53705
O -0.92384 -2.59807 1.60262
H -2.80888 0.48192 -3.00319
H -3.45016 -1.88147 -3.46969
H -2.85417 -3.65607 -1.76785
S 1.29122 -2.95962 -1.10844
P 2.08014 -1.23785 -0.66369
S 1.58023 -0.39025 1.18182
C 3.89694 -1.26931 -0.61354
C 4.54894 -2.18096 -1.44003
C 5.93368 -2.20611 -1.48884
C 6.67444 -1.32689 -0.71171
C 6.02862 -0.42174 0.11730
C 4.64290 -0.39118 0.16784
C 1.68119 0.06675 -1.87136
C 0.93114 -0.24255 -2.99740
C 0.63956 0.74488 -3.93132
C 1.10605 2.03631 -3.74476
C 1.86775 2.34577 -2.62330
C 2.15282 1.36635 -1.68851
H 3.96606 -2.87734 -2.02912
H 6.43458 -2.91966 -2.12978
H 7.75588 -1.35257 -0.74603
H 6.60266 0.25849 0.73269
H 4.14800 0.30774 0.82897
H 0.58456 -1.25998 -3.13537
H 0.05630 0.49970 -4.81012
H 0.88276 2.80409 -4.47442
H 2.23604 3.35292 -2.47781
H 2.73667 1.61455 -0.81083
F -1.74698 -0.86733 4.70648
C -2.40749 0.28170 4.64525
F -3.68273 0.06717 4.91399
F -1.89177 1.13224 5.51666
S -2.22137 0.94040 2.93134
O -2.70056 -0.15927 2.07783
O -0.74416 0.98394 2.76699
N -2.83999 2.30813 2.83341
S -4.37806 2.66531 2.44614
O -5.22501 1.51844 2.46655
O -4.37744 3.57531 1.35315
C -4.78477 3.64659 3.95541
F -6.04411 4.05439 3.87745
F -3.98605 4.70063 4.05623
F -4.63754 2.88294 5.03782
*
```

M = 781.41 g mol⁻¹
Energy above the lowest of the compared OMol25 structures with the same formula, charge and spin = 4.2 kJ/mol

A molecular structure, C20H13F5NO2ReS4Sb. Source: the Open Molecules 2025 dataset; level of theory: ωB97M-V/def2-TZVPD.

```
! RIJCOSX wB97M-V def2-TZVPD def2/J DEFGRID3
* xyz 3 1
Re -0.69842 0.38904 0.94882
S -6.81471 0.45276 -0.65463
Sb -6.25303 1.94896 0.75586
S -0.34513 2.32764 0.36608
S -2.73764 0.09248 1.28359
S -5.71986 3.44868 2.17406
F 1.08561 2.54846 2.81960
C 0.88650 1.38304 3.40939
C 0.14107 0.36557 2.77648
C -0.02563 -0.84158 3.49009
F -0.71802 -1.82291 2.90259
C 0.49941 -1.05176 4.73807
F 0.33886 -2.19443 5.36674
C 1.22733 -0.01496 5.32972
F 1.74179 -0.18721 6.50885
C 1.41915 1.20098 4.66586
F 2.11074 2.15365 5.24701
C 0.94439 -3.10473 -4.94572
O 1.88331 -2.57926 -3.99369
C 3.18213 -2.92912 -4.09856
C 3.72137 -3.76288 -5.07101
C 5.08252 -4.02685 -5.08414
C 5.94200 -3.45799 -4.15084
C 5.42449 -2.61461 -3.19185
C 4.05391 -2.37840 -3.15053
N 3.58299 -1.43132 -2.18576
C 2.55280 -1.41355 -1.40596
C 1.61150 -2.46947 -1.10516
C 1.86490 -3.81818 -1.37172
C 0.98063 -4.80315 -0.97051
C -0.19405 -4.45823 -0.31269
C -0.47079 -3.12884 -0.02562
C 0.43507 -2.16259 -0.40234
O 0.18347 -0.83152 -0.08391
H 1.10886 -4.16399 -5.12335
H 1.01383 -2.55045 -5.87995
H -0.03850 -2.96773 -4.50387
H 3.09336 -4.18978 -5.83823
H 5.48001 -4.67704 -5.85175
H 7.00237 -3.66125 -4.18248
H 6.07371 -2.14778 -2.46012
H 4.17998 -0.61215 -2.11881
H 2.43747 -0.48284 -0.86302
H 2.77771 -4.09822 -1.87958
H 1.20429 -5.84092 -1.17424
H -0.89455 -5.22577 -0.01255
H -1.37642 -2.84995 0.49791
*
```

M = 830.55 g mol⁻¹
Energy above the lowest of the compared OMol25 structures with the same formula, charge and spin = 167.4 kJ/mol

A molecular structure, C20H13F6N3O6SV. Source: the Open Molecules 2025 dataset; level of theory: ωB97M-V/def2-TZVPD.

```
! RIJCOSX wB97M-V def2-TZVPD def2/J DEFGRID3
* xyz 0 2
V 0.47456 -0.26800 -0.72678
N 2.05007 0.54444 3.12231
C 0.76120 0.41603 3.62428
C 0.25890 0.52137 4.91538
C -1.10462 0.35553 5.05236
C -1.93024 0.09942 3.94696
C -1.42507 -0.00762 2.66943
C -0.04950 0.14897 2.51711
N 0.74357 0.10434 1.38042
C 1.96851 0.35065 1.78657
C 3.03618 0.47419 0.80839
C 4.36041 0.77116 0.91573
S 5.05347 0.84949 -0.64788
C 3.54619 0.47537 -1.34464
N 2.59312 0.30849 -0.47616
H 2.88216 0.75994 3.64119
H 0.89662 0.72653 5.76304
H -1.55060 0.43296 6.03429
H -2.99396 -0.01542 4.10555
H -2.04985 -0.19895 1.81423
H 4.94565 0.95565 1.79936
H 3.38287 0.38674 -2.40858
O 0.67363 4.31545 -4.90304
C 0.66146 3.49016 -4.04029
C 0.56382 3.78350 -2.51388
O 0.56305 4.86790 -2.00322
C 0.49945 2.42549 -1.86634
C 0.63423 1.48305 -2.87443
O 0.59200 0.20379 -2.42477
C 0.73726 1.94659 -4.22665
O 0.87812 1.36207 -5.27425
O 0.36105 2.08621 -0.67214
C -3.68133 -0.76866 -0.64221
C -2.35092 -1.48603 -0.88392
O -1.31811 -0.67142 -0.48857
C -2.30532 -2.83954 -0.09011
F -1.93028 -3.88540 -0.83998
F -1.44281 -2.76507 0.93398
F -3.50285 -3.14838 0.43668
C -2.23196 -1.75725 -2.39771
F -2.33727 -0.60643 -3.07367
F -1.06303 -2.31425 -2.73286
F -3.21373 -2.57325 -2.82313
H -3.80925 -0.59331 0.42410
H -4.53459 -1.34189 -1.00202
H -3.64421 0.19009 -1.15237
C 1.22221 -2.15709 -0.76827
H 1.76633 -2.20864 -1.71383
H 0.44617 -2.91525 -0.74011
H 1.91726 -2.31375 0.06041
*
```

M = 588.34 g mol⁻¹
Energy above the lowest of the compared OMol25 structures with the same formula, charge and spin = 0.0 kJ/mol

C20H13NO3S in the gas phase. Source: the Open Molecules 2025 dataset; level of theory: ωB97M-V/def2-TZVPD.

```
! RIJCOSX wB97M-V def2-TZVPD def2/J DEFGRID3
* xyz 0 1
O 6.73621 -0.57851 -3.09350
C 5.75494 -0.88506 -2.44908
C 5.74017 -0.61209 -1.03133
C 4.61993 -0.88728 -0.26895
C 3.42118 -1.36023 -0.95266
C 2.19274 -1.27566 -0.33631
C 0.99272 -1.67099 -1.07028
C -0.24392 -1.17372 -0.67015
N -0.35266 -0.25005 0.36262
C -1.59791 0.09060 0.63900
C -2.03267 1.11699 1.54536
C -1.10810 1.79686 2.34273
C -1.54320 2.79740 3.19511
C -2.88377 3.18354 3.19073
C -3.79049 2.52655 2.36788
C -3.38633 1.48961 1.55518
C -4.41325 0.81132 0.71440
C -3.78982 0.15272 -0.53003
C -2.63932 -0.72941 -0.09315
S -1.74525 -1.44668 -1.50505
C 1.22729 -2.47823 -2.28203
O 0.36790 -3.31311 -2.60959
O 2.44561 -2.41453 -2.93015
C 3.49024 -1.78587 -2.33151
C 4.61230 -1.50953 -3.07476
H 6.60087 -0.21783 -0.57267
H 4.59128 -0.71232 0.78946
H 2.12230 -0.91458 0.73112
H -0.07607 1.52641 2.33602
H -0.85411 3.30499 3.84587
H -3.28161 3.91540 3.88905
H -4.84411 2.76543 2.36544
H -5.19499 1.52846 0.38001
H -4.92703 0.04412 1.30873
H -3.35152 0.92985 -1.14889
H -4.53620 -0.42092 -1.05815
H -2.98200 -1.56548 0.56393
H 4.65866 -1.77816 -4.11439
*
```

M = 347.39 g mol⁻¹
Energy above the lowest of the compared OMol25 structures with the same formula, charge and spin = 0.0 kJ/mol
Structure (SMILES) = O=C1C=Cc2c/c(=C3\N=C4c5ccccc5CC[C@H]4S3)c(=O)oc2=C1

Result set for strongest force on any atom: 0.468, 0.397, 1.080, 3.880 eV Å⁻¹, one per record in the order listed.